Here is a 6-piece molecular cluster, C54H114N6O6 overall from OMol25. Energies are from ωB97M-V with the def2-TZVPD basis set.

Each line ends with the Mulliken charge.
Positions of all 180 atoms, in Å:
1 C -3.23 4.54 -4.20  -1.486
2 C -4.33 3.54 -4.45  1.753
3 C -3.69 2.34 -5.15  -1.306
4 C -4.46 1.01 -5.12  -0.899
5 C -4.84 0.67 -3.69  -0.642
6 C -5.53 1.83 -2.92  1.125
7 N -4.78 3.13 -3.10  1.272
8 O -5.21 4.17 -2.26  -0.577
9 C -7.04 1.97 -3.34  -1.824
10 C -5.64 1.37 -1.45  -1.791
11 C -5.44 4.04 -5.28  -1.988
12 H -3.49 5.48 -3.73  0.481
13 H -2.74 4.96 -5.08  0.506
14 H -2.39 4.03 -3.72  -0.223
15 H -3.61 2.50 -6.22  0.451
16 H -2.61 2.26 -5.00  0.419
17 H -3.95 0.19 -5.63  0.426
18 H -5.40 1.20 -5.64  0.319
19 H -3.95 0.34 -3.15  -0.082
20 H -5.39 -0.27 -3.64  0.504
21 H -7.24 2.31 -4.36  0.338
22 H -7.55 1.02 -3.22  0.460
23 H -7.63 2.63 -2.70  0.369
24 H -6.24 0.47 -1.33  0.444
25 H -4.67 1.11 -1.03  0.125
26 H -6.07 2.16 -0.84  0.471
27 H -6.19 4.56 -4.68  0.352
28 H -5.88 3.21 -5.84  0.403
29 H -5.00 4.65 -6.07  0.446
30 H -4.49 4.32 -1.64  0.352
31 C 0.94 -6.51 -2.24  -1.756
32 C 2.08 -5.96 -3.08  1.724
33 C 1.40 -5.24 -4.28  -1.382
34 C 0.97 -3.87 -3.97  -0.833
35 C 2.00 -3.07 -3.10  -1.074
36 C 2.53 -3.80 -1.85  2.024
37 N 3.04 -5.14 -2.26  0.051
38 O 3.47 -5.90 -1.11  -0.467
39 C 3.84 -3.05 -1.32  -1.781
40 C 1.36 -3.71 -0.76  -0.702
41 C 2.77 -7.24 -3.73  -1.759
42 H 1.31 -6.98 -1.32  0.360
43 H 0.38 -7.32 -2.71  0.459
44 H 0.14 -5.81 -2.02  0.308
45 H 1.94 -5.35 -5.22  0.445
46 H 0.46 -5.71 -4.57  0.340
47 H 0.09 -4.02 -3.34  0.316
48 H 0.69 -3.26 -4.83  0.476
49 H 1.81 -2.02 -2.92  0.110
50 H 2.89 -2.98 -3.73  0.402
51 H 4.63 -3.08 -2.07  0.480
52 H 3.55 -2.01 -1.17  0.115
53 H 4.14 -3.55 -0.40  0.444
54 H 0.36 -3.69 -1.19  0.333
55 H 1.37 -4.54 -0.06  0.267
56 H 1.51 -2.72 -0.32  -0.400
57 H 2.12 -7.93 -4.26  0.391
58 H 3.23 -7.93 -3.01  0.421
59 H 3.46 -7.08 -4.55  0.410
60 H 4.32 -6.28 -1.35  0.352
61 C 1.00 -3.72 7.29  -1.812
62 C -0.27 -3.70 6.44  1.633
63 C -0.43 -2.33 5.69  -1.086
64 C 0.44 -2.12 4.44  -0.209
65 C 0.24 -3.34 3.49  -1.029
66 C 0.51 -4.71 4.20  1.833
67 N -0.30 -4.77 5.40  0.331
68 O -0.29 -6.04 5.89  -0.483
69 C 0.13 -5.76 3.11  -1.892
70 C 2.07 -4.92 4.56  -1.631
71 C -1.52 -3.86 7.37  -2.013
72 H 1.21 -4.70 7.70  0.376
73 H 0.86 -3.09 8.17  0.461
74 H 1.91 -3.40 6.79  0.361
75 H -1.46 -2.21 5.37  0.331
76 H -0.10 -1.50 6.31  0.477
77 H 1.48 -2.07 4.75  0.393
78 H -0.03 -1.25 3.97  -0.365
79 H 0.91 -3.15 2.64  0.079
80 H -0.73 -3.36 2.98  0.470
81 H 0.70 -5.71 2.19  0.149
82 H 0.49 -6.75 3.39  0.520
83 H -0.92 -5.70 2.83  0.485
84 H 2.51 -3.94 4.75  0.358
85 H 2.41 -5.52 5.40  0.267
86 H 2.61 -5.26 3.68  0.370
87 H -1.70 -3.00 8.02  0.350
88 H -1.45 -4.82 7.87  0.409
89 H -2.37 -4.05 6.71  0.477
90 H -1.00 -6.42 5.37  0.374
91 C 3.77 3.57 -2.22  -1.673
92 C 5.03 2.73 -2.51  1.470
93 C 4.47 1.26 -2.82  0.034
94 C 5.32 0.43 -3.75  -0.936
95 C 5.81 1.18 -4.95  -1.456
96 C 6.53 2.51 -4.63  1.281
97 N 5.78 3.27 -3.65  0.943
98 O 6.25 4.66 -3.43  -0.344
99 C 7.95 2.14 -4.04  -1.578
100 C 6.58 3.32 -5.96  -1.931
101 C 5.94 2.53 -1.25  -1.653
102 H 4.13 4.58 -2.02  0.617
103 H 3.25 3.05 -1.42  -0.259
104 H 3.05 3.62 -3.03  0.500
105 H 4.50 0.69 -1.89  -0.069
106 H 3.43 1.31 -3.13  0.004
107 H 4.67 -0.36 -4.11  0.282
108 H 6.14 -0.08 -3.25  0.403
109 H 5.00 1.36 -5.65  0.430
110 H 6.39 0.46 -5.53  0.586
111 H 8.59 3.00 -3.87  0.412
112 H 7.90 1.48 -3.17  0.317
113 H 8.51 1.69 -4.87  0.440
114 H 7.38 4.05 -5.88  0.532
115 H 7.02 2.63 -6.69  0.455
116 H 5.62 3.66 -6.37  0.397
117 H 6.64 3.36 -1.14  0.370
118 H 6.45 1.58 -1.15  0.373
119 H 5.38 2.56 -0.32  0.447
120 H 5.92 5.12 -4.21  0.362
121 C -3.06 0.80 3.53  -1.730
122 C -3.16 2.31 3.99  2.171
123 C -4.60 2.77 4.24  -1.184
124 C -5.27 2.13 5.46  -0.830
125 C -4.52 2.44 6.69  -1.153
126 C -2.96 2.09 6.60  1.391
127 N -2.36 2.54 5.24  0.262
128 O -1.00 2.17 5.13  -0.437
129 C -2.28 2.92 7.69  -1.953
130 C -2.85 0.58 7.01  -1.588
131 C -2.61 3.29 3.00  -2.065
132 H -3.01 0.64 2.45  0.298
133 H -3.87 0.17 3.89  0.414
134 H -2.18 0.28 3.92  0.206
135 H -4.70 3.84 4.40  0.395
136 H -5.14 2.33 3.40  0.470
137 H -5.19 1.06 5.25  0.354
138 H -6.30 2.48 5.52  0.382
139 H -5.06 1.93 7.50  0.400
140 H -4.58 3.51 6.91  0.438
141 H -2.36 3.97 7.43  0.508
142 H -2.72 2.77 8.68  0.363
143 H -1.20 2.75 7.75  0.345
144 H -3.37 0.01 6.24  0.358
145 H -1.82 0.25 7.13  0.306
146 H -3.40 0.48 7.95  0.431
147 H -3.33 3.37 2.19  0.489
148 H -1.65 3.03 2.56  0.234
149 H -2.45 4.32 3.33  0.404
150 H -0.57 3.03 5.07  0.333
151 C -0.28 0.90 1.26  -1.328
152 C 0.77 1.02 0.15  2.348
153 C 0.56 0.16 -1.08  -0.118
154 C -0.63 0.50 -1.99  -1.091
155 C -0.50 1.93 -2.43  0.448
156 C -0.38 2.92 -1.24  1.472
157 N 0.74 2.45 -0.36  1.820
158 O 1.29 3.37 0.52  -0.693
159 C 0.05 4.32 -1.73  -1.375
160 C -1.73 3.03 -0.54  -1.401
161 C 2.18 0.52 0.75  -1.634
162 H -0.16 0.05 1.94  0.070
163 H -1.32 0.86 0.93  -0.106
164 H -0.23 1.74 1.95  0.461
165 H 1.51 0.24 -1.60  -0.398
166 H 0.49 -0.89 -0.81  -0.277
167 H -1.57 0.39 -1.46  0.066
168 H -0.70 -0.12 -2.88  0.621
169 H -1.35 2.15 -3.07  -1.125
170 H 0.37 2.06 -3.07  0.204
171 H 0.09 5.04 -0.92  0.395
172 H 1.08 4.22 -2.06  0.093
173 H -0.63 4.69 -2.50  0.256
174 H -2.46 3.59 -1.12  0.004
175 H -2.19 2.04 -0.41  -0.095
176 H -1.62 3.53 0.42  0.495
177 H 2.96 0.65 0.00  -0.146
178 H 2.32 -0.54 0.97  0.006
179 H 2.41 1.16 1.60  0.615
180 H 2.05 3.60 -0.02  0.390

Results
expectation value of S²: 0.755
2S+1: 2
LUMO (alpha / beta): -2.79 / -6.67 eV
net charge: +1
energy above the lowest of the compared OMol25 structures with the same formula, charge and spin: 0.0000 eV
HOMO energy (alpha / beta): -9.1 / -9.1 eV

***

Here is C5H8N2 as an isolated structure from OMol25. Energies are from ωB97M-V with the def2-TZVPD basis set.

Each line ends with the natural charge from an NBO analysis.
Positions of all 15 atoms, in Å:
1 C 0.41 0.19 -2.02  -0.418
2 N 1.40 0.30 -0.43  -0.405
3 C 1.43 1.07 0.61  0.134
4 N 0.45 0.83 1.51  -0.424
5 C -0.31 -0.07 0.93  0.180
6 C -1.50 -0.64 1.52  -0.651
7 C 0.20 -0.44 -0.32  -0.176
8 H -0.54 -0.19 -2.38  0.193
9 H 0.49 1.27 -2.12  0.228
10 H 1.19 -0.37 -2.56  0.229
11 H 2.22 1.76 0.76  0.189
12 H -1.46 -0.44 2.59  0.236
13 H -2.35 -0.08 1.13  0.226
14 H -1.72 -1.70 1.39  0.221
15 H 0.09 -1.49 -0.60  0.239

Results
2S+1: 1
LUMO: 0.53 eV
net charge: 0
energy above the lowest of the compared OMol25 structures with the same formula, charge and spin: 3.5352 eV
HOMO energy: -8.7 eV

***

Here is one molecule with the formula C3H4FNOS from OMol25. Energies are from ωB97M-V with the def2-TZVPD basis set.

Each line ends with the natural charge from an NBO analysis.
Positions of all 11 atoms, in Å:
1 C -0.68 0.49 0.51  -0.235
2 C -0.71 -1.06 0.15  0.130
3 C 0.69 -0.88 -0.41  0.632
4 H 1.29 2.29 -1.04  0.106
5 H -0.70 0.68 1.55  0.195
6 H -1.43 1.11 -0.02  0.207
7 H -0.78 -1.81 1.03  0.189
8 N 0.68 0.44 0.00  -0.579
9 O 1.48 -1.56 -1.00  -0.537
10 F -1.68 -1.36 -0.77  -0.335
11 S 1.85 1.65 -0.01  0.226

Results
2S+1: 1
SMILES: O=C1[C@H](F)CN1S
LUMO: 0.60 eV
net charge: 0
energy above the lowest of the compared OMol25 structures with the same formula, charge and spin: 1.2362 eV
HOMO energy: -9.8 eV

***

Here is one molecule with the formula C4H5NOS from OMol25. Energies are from ωB97M-V with the def2-TZVPD basis set.

Each line ends with the natural charge from an NBO analysis.
Positions of all 12 atoms, in Å:
1 C -0.25 0.56 -0.20  -0.202
2 C 0.49 -0.43 -0.72  -0.362
3 C -2.32 0.07 0.70  0.175
4 C -1.03 0.54 1.08  -0.512
5 N -3.16 -0.33 0.01  0.214
6 O -4.10 -0.90 -0.44  -0.411
7 S 0.93 -1.85 0.18  0.070
8 H -0.30 1.55 -0.72  0.215
9 H 0.96 -0.26 -1.72  0.245
10 H 0.28 -1.44 1.27  0.096
11 H -0.49 -0.19 1.58  0.222
12 H -1.04 1.50 1.50  0.250

Results
2S+1: 1
SMILES: [O-][N+]#CC/C=C\S
LUMO: 0.61 eV
net charge: 0
energy above the lowest of the compared OMol25 structures with the same formula, charge and spin: 4.3615 eV
HOMO energy: -8.8 eV

***

Here is one molecule with the formula C23H32N2O6 from OMol25. Energies are from ωB97M-V with the def2-TZVPD basis set.

Each line ends with the natural charge from an NBO analysis.
Positions of all 63 atoms, in Å:
1 C -0.17 -5.40 -0.95  -0.637
2 C 0.56 -4.20 -1.54  -0.067
3 H 0.81 -4.39 -2.58  0.189
4 H 1.48 -4.00 -0.98  0.185
5 O -0.23 -3.01 -1.57  -0.536
6 C -0.30 -2.30 -0.39  0.397
7 C -1.26 -1.11 -0.57  -0.227
8 C -2.61 -1.49 -1.18  -0.406
9 C -3.68 -2.09 -0.27  -0.426
10 H -3.93 -1.39 0.53  0.203
11 C -3.34 -3.45 0.33  -0.061
12 O -4.45 -4.05 0.96  -0.714
13 H -5.17 -4.14 0.32  0.461
14 H -2.59 -3.36 1.12  0.171
15 H -2.95 -4.11 -0.46  0.156
16 H -4.59 -2.21 -0.88  0.201
17 H -2.41 -2.19 -2.00  0.226
18 H -3.03 -0.58 -1.61  0.220
19 H -0.76 -0.46 -1.30  0.219
20 C -1.35 -0.35 0.76  -0.276
21 C 0.03 -0.20 1.33  -0.233
22 C 1.09 -0.86 0.86  0.208
23 O 1.02 -1.82 -0.10  -0.531
24 C 2.45 -0.62 1.45  0.642
25 O 2.57 -0.48 2.66  -0.619
26 N 3.50 -0.58 0.61  -0.423
27 C 3.45 -0.42 -0.82  -0.228
28 H 2.46 -0.67 -1.20  0.237
29 C 3.81 1.03 -1.19  -0.232
30 N 5.14 1.33 -0.69  -0.438
31 C 5.59 2.64 -1.11  -0.405
32 H 6.61 2.79 -0.76  0.201
33 H 5.59 2.68 -2.20  0.200
34 H 4.96 3.45 -0.73  0.164
35 C 5.18 1.18 0.75  -0.232
36 C 4.81 -0.25 1.14  -0.231
37 H 4.78 -0.36 2.22  0.248
38 H 5.54 -0.95 0.71  0.197
39 H 6.19 1.40 1.10  0.205
40 H 4.48 1.88 1.25  0.170
41 H 3.81 1.14 -2.27  0.205
42 H 3.05 1.71 -0.76  0.163
43 H 4.19 -1.09 -1.27  0.200
44 H 0.18 0.51 2.13  0.241
45 C -1.96 1.02 0.56  -0.005
46 C -3.18 1.35 1.13  -0.215
47 C -3.77 2.60 0.96  -0.253
48 C -3.09 3.51 0.19  0.221
49 C -1.85 3.20 -0.37  0.307
50 C -1.27 1.97 -0.21  -0.297
51 H -0.31 1.74 -0.64  0.229
52 O -1.38 4.28 -1.07  -0.491
53 C -2.36 5.29 -0.92  0.237
54 O -3.42 4.80 -0.14  -0.478
55 H -1.91 6.17 -0.43  0.157
56 H -2.74 5.58 -1.91  0.157
57 H -4.72 2.85 1.40  0.229
58 H -3.70 0.62 1.74  0.213
59 H -1.96 -0.91 1.47  0.223
60 H -0.60 -2.93 0.46  0.146
61 H -0.43 -5.23 0.09  0.207
62 H -1.09 -5.58 -1.50  0.209
63 H 0.46 -6.27 -1.01  0.218

Results
2S+1: 1
SMILES: CCO[C@H]1OC(C(=O)N2CCN(C)CC2)=C[C@@H](c2ccc3c(c2)OCO3)[C@@H]1CCCO
LUMO: 0.69 eV
net charge: 0
energy above the lowest of the compared OMol25 structures with the same formula, charge and spin: 3.1318 eV
HOMO energy: -8.2 eV

***

Here is one molecule with the formula C5H7NO from OMol25. Energies are from ωB97M-V with the def2-TZVPD basis set.

Each line ends with the natural charge from an NBO analysis.
Positions of all 14 atoms, in Å:
1 C -1.47 0.76 -0.50  -0.597
2 C -0.47 -1.12 0.66  0.005
3 C -0.89 -2.22 0.92  -0.250
4 O 1.04 0.79 -1.76  -0.601
5 C 1.07 0.47 -0.59  0.695
6 N 2.24 0.36 0.11  -0.825
7 C -0.22 0.27 0.26  -0.399
8 H -2.06 1.40 0.15  0.213
9 H -2.10 -0.08 -0.80  0.224
10 H -1.18 1.29 -1.41  0.247
11 H -1.28 -3.19 1.15  0.241
12 H 3.09 0.49 -0.42  0.407
13 H 2.28 -0.05 1.03  0.399
14 H -0.06 0.85 1.19  0.241

Results
2S+1: 1
SMILES: C#C[C@H](C)C(N)=O
LUMO: 0.86 eV
net charge: 0
energy above the lowest of the compared OMol25 structures with the same formula, charge and spin: 1.5687 eV
HOMO energy: -9.7 eV

***

Here is a 2-piece molecular cluster, H2N3O2S overall from OMol25. Energies are from ωB97M-V with the def2-TZVPD basis set.

Each line ends with the natural charge from an NBO analysis.
Positions of all 8 atoms, in Å:
1 N -0.09 -0.83 -2.55  0.071
2 N 0.89 0.33 0.33  -0.566
3 N 0.69 0.79 1.52  0.213
4 O 0.63 -0.10 2.42  -0.505
5 O -0.05 -1.28 -3.65  -0.340
6 S -0.24 1.21 -2.33  -0.625
7 H 0.67 0.76 -0.53  0.407
8 H 0.86 -0.63 0.20  0.345

Results
2S+1: 1
LUMO: 4.07 eV
net charge: -1
energy above the lowest of the compared OMol25 structures with the same formula, charge and spin: 1.5538 eV
HOMO energy: -3.9 eV

***

Here is C16H12Cl2F3N3O6SV as an isolated structure from OMol25. Energies are from ωB97M-V with the def2-TZVPD basis set.

Each line ends with the natural charge from an NBO analysis.
Positions of all 44 atoms, in Å:
1 V -1.30 0.77 0.01  1.080
2 O 4.79 -4.57 0.24  -0.665
3 C 3.44 -4.54 0.38  0.786
4 O 2.86 -5.55 0.68  -0.561
5 C 2.77 -3.20 0.27  -0.197
6 C 1.46 -3.16 0.54  -0.084
7 C 0.65 -1.90 0.49  -0.108
8 C 1.46 -0.68 0.13  0.114
9 C 2.83 -0.80 -0.17  -0.167
10 C 3.48 -1.99 -0.12  -0.256
11 N 0.78 0.47 0.10  -0.518
12 C 1.41 1.67 0.10  -0.143
13 C 0.66 2.83 -0.16  0.159
14 C 1.25 4.12 -0.23  -0.233
15 C 0.49 5.20 -0.58  -0.154
16 C -0.88 5.04 -0.87  -0.308
17 C -1.40 3.78 -0.76  0.063
18 N -0.68 2.70 -0.39  -0.610
19 H 5.11 -3.67 0.08  0.480
20 H 0.95 -4.07 0.83  0.238
21 H -0.17 -2.04 -0.23  0.230
22 H 3.37 0.08 -0.51  0.211
23 H 4.51 -2.02 -0.45  0.194
24 H 2.47 1.73 0.28  0.194
25 H 2.30 4.23 -0.02  0.220
26 H 0.95 6.18 -0.64  0.219
27 H -1.51 5.86 -1.18  0.226
28 H -2.45 3.58 -0.96  0.199
29 Cl -1.34 1.36 2.48  0.097
30 C -3.05 1.90 2.48  -0.374
31 Cl -3.79 1.63 0.89  0.100
32 H -3.07 2.96 2.71  0.240
33 H -3.59 1.30 3.21  0.248
34 O -1.90 -2.32 3.04  -0.517
35 C -0.97 -2.04 2.38  0.880
36 N 0.02 -1.69 1.81  -0.565
37 F -1.45 -2.76 -2.68  -0.303
38 C -2.72 -2.42 -2.45  0.736
39 F -3.36 -2.31 -3.60  -0.297
40 F -3.29 -3.38 -1.72  -0.298
41 S -2.80 -0.82 -1.53  2.277
42 O -4.08 -0.26 -1.82  -0.898
43 O -1.63 -0.02 -1.97  -0.961
44 O -2.54 -1.16 -0.11  -0.972

Results
expectation value of S²: 4.148
2S+1: 4
LUMO (alpha / beta): -0.80 / -0.80 eV
net charge: 0
energy above the lowest of the compared OMol25 structures with the same formula, charge and spin: 2.8069 eV
HOMO energy (alpha / beta): -6.9 / -6.8 eV

***

Number 1: DFT total energy -2905.1866 a.u.. Number 2: DFT total energy -304.7056 a.u.. Number 3: DFT total energy -744.7201 a.u.. Number 4: DFT total energy -683.4476 a.u.. Number 5: DFT total energy -1456.5389 a.u.. Number 6: DFT total energy -324.6668 a.u.. Number 7: DFT total energy -714.0301 a.u.. Number 8: DFT total energy -3794.8337 a.u..